Arrangement A

C3H8IN as an isolated structure, computed with ωB97M-V/def2-TZVPD.

Cartesian coordinates (Å):
C 0.705 -1.496 -0.592
C -0.441 0.887 -0.871
C 0.730 0.084 -0.467
N 1.743 0.812 -0.437
I 3.614 0.084 0.138
H 1.571 -1.925 -0.989
H 0.623 -1.879 0.421
H -0.120 -1.574 -1.318
H -1.357 0.293 -0.917
H -0.378 1.222 -1.886
H -0.488 1.692 -0.141
H 0.663 0.080 2.206
H 0.416 0.651 1.720

Values from the calculation:
Net charge ... 0
Highest occupied orbital energy ... -8.981 eV
Kohn-Sham gap ... 0.336 Eh
LUMO energy ... 0.16 eV

Arrangement B

A 2-piece molecular cluster, C3H8IN overall, computed with ωB97M-V/def2-TZVPD.

Cartesian coordinates (Å):
C 1.123 0.655 -0.398
C -0.018 -1.408 0.362
C -0.131 0.108 0.239
N -1.255 0.500 -0.462
I -3.133 -0.019 0.018
H 0.858 0.659 -1.464
H 1.178 1.773 -0.206
H 2.053 0.011 -0.275
H -0.082 -1.868 -0.552
H -0.799 -1.949 1.068
H 0.911 -1.663 0.769
H -0.059 0.509 1.362
H -0.646 2.692 -0.464

Values from the calculation:
Net charge ... 0
Highest occupied orbital energy (spin up / spin down) ... -9.017 / -8.857 eV
Kohn-Sham gap (spin up / spin down) ... 0.309 / 0.288 Eh
LUMO energy (spin up / spin down) ... -0.60 / -1.01 eV

arrangement A ends up most stable, edging out the next structure by 307.4 kJ/mol.

Arrangement A

A 3-piece molecular cluster, C3H8N2O2 overall, computed with ωB97M-V/def2-TZVPD.

Cartesian coordinates (Å):
C -1.058 0.992 -0.768
C 0.290 1.247 -0.304
N 1.099 0.298 -0.720
C 0.337 -0.531 -1.427
N -0.986 -0.158 -1.436
H -1.983 1.497 -0.514
H 0.561 2.056 0.361
H 0.649 -1.424 -1.939
H -1.753 -0.563 -1.959
H -0.156 -2.497 1.065
H 1.012 -1.548 0.688
O 0.600 -2.016 1.420
H -0.752 0.778 2.877
H 0.017 -0.201 1.970
O -0.096 0.740 2.171

Values from the calculation:
Net charge ... +1
Highest occupied orbital energy (spin up / spin down) ... -15.195 / -15.455 eV
Kohn-Sham gap (spin up / spin down) ... 0.403 / 0.271 Eh
<S²> ... 0.763
Spin multiplicity ... 2
LUMO energy (spin up / spin down) ... -4.24 / -8.07 eV

Arrangement B

An isolated ion of composition C3H8N2O2 and charge +1, computed with ωB97M-V/def2-TZVPD.

Cartesian coordinates (Å):
C -0.415 -0.744 -0.676
N 0.992 -1.019 -0.448
C 1.825 -0.431 0.585
O 2.369 0.748 0.327
O 1.917 -1.059 1.579
C -1.088 0.198 0.408
N -1.523 1.505 -0.006
H -0.967 -1.682 -0.735
H -0.605 -0.320 -1.675
H 0.996 -2.020 -0.234
H 1.688 1.372 0.028
H -1.860 -0.329 0.956
H -0.315 0.427 1.144
H -2.240 1.397 -0.727
H -0.775 1.958 -0.528

Values from the calculation:
Net charge ... +1
Highest occupied orbital energy (spin up / spin down) ... -15.063 / -14.642 eV
Kohn-Sham gap (spin up / spin down) ... 0.410 / 0.199 Eh
<S²> ... 0.759
Spin multiplicity ... 2
LUMO energy (spin up / spin down) ... -3.91 / -9.21 eV

arrangement A ends up most stable, edging out the next structure by 143.1 kJ/mol.

Arrangement A

One molecule with the formula C12H25N3O3, computed with ωB97M-V/def2-TZVPD.

Cartesian coordinates (Å):
C 4.573 -1.792 -0.635
C 3.163 -1.033 -0.541
C 1.936 -2.167 -0.134
C 3.364 0.155 0.472
C 2.711 1.521 -0.022
N 3.593 2.673 0.305
C 1.210 1.748 0.097
O 0.793 2.885 -0.058
N 0.564 0.676 0.534
C -0.878 0.824 0.896
C -2.043 0.870 -0.138
C -2.490 -0.545 -0.795
C -3.981 -0.929 -0.735
C -5.090 0.126 -1.057
N -5.125 0.967 0.173
C -1.160 -0.233 1.925
O -2.239 -0.609 2.382
O 0.033 -0.710 2.436
H 4.659 -2.587 -1.413
H 5.531 -1.194 -0.843
H 4.845 -2.426 0.193
H 2.869 -0.639 -1.528
H 2.347 -3.165 -0.166
H 1.164 -2.242 -0.986
H 1.574 -1.863 0.858
H 4.421 0.468 0.587
H 3.046 0.086 1.687
H 2.590 1.319 -1.230
H 2.892 3.438 0.501
H 4.120 2.793 -0.694
H 1.216 -0.079 0.110
H -0.831 1.879 1.249
H -2.899 1.211 0.513
H -1.752 1.562 -0.901
H -1.905 -1.335 -0.304
H -2.143 -0.551 -1.922
H -4.196 -1.646 -1.505
H -4.308 -1.439 0.200
H -6.116 -0.242 -1.324
H -4.765 0.858 -1.860
H -6.009 0.744 0.696
H -5.072 1.959 -0.180
H -0.211 -1.333 3.157

Values from the calculation:
Net charge ... 0
Highest occupied orbital energy ... -9.086 eV
Structure (SMILES) ... CC(C)C[C@H](N)C(=O)N[C@@H](CCCCN)C(=O)O
Kohn-Sham gap ... 0.360 Eh
LUMO energy ... 0.70 eV

Arrangement B

One molecule with the formula C12H25N3O3, computed with ωB97M-V/def2-TZVPD.

Cartesian coordinates (Å):
C -4.965 -1.625 -0.100
C -4.659 -0.197 -0.486
C -4.934 0.721 0.674
C -3.276 0.023 -1.136
C -1.956 -0.123 -0.349
N -2.125 -0.971 0.845
C -1.516 1.252 0.142
O -2.254 2.171 0.441
N -0.171 1.421 0.317
C 0.917 0.617 -0.114
C 2.188 1.424 0.113
C 3.492 0.797 -0.374
C 4.212 -0.171 0.572
C 5.483 -0.814 -0.016
N 6.611 0.030 -0.338
C 1.010 -0.782 0.500
O 0.928 -1.073 1.675
O 1.310 -1.727 -0.424
H -4.763 -2.382 -0.882
H -4.314 -2.013 0.733
H -5.995 -1.765 0.209
H -5.330 0.121 -1.316
H -4.712 1.785 0.416
H -4.318 0.448 1.548
H -5.984 0.647 1.101
H -3.217 -0.603 -2.018
H -3.260 1.036 -1.550
H -1.191 -0.599 -0.995
H -1.400 -0.772 1.544
H -2.197 -1.962 0.552
H -0.071 2.229 0.952
H 0.834 0.452 -1.225
H 2.058 2.424 -0.406
H 2.311 1.644 1.192
H 3.376 0.369 -1.370
H 4.241 1.597 -0.551
H 4.417 0.388 1.481
H 3.622 -0.996 0.944
H 5.163 -1.486 -0.815
H 5.881 -1.474 0.787
H 6.785 0.783 0.306
H 6.408 0.542 -1.258
H 1.359 -1.388 -1.318

Values from the calculation:
Net charge ... 0
Highest occupied orbital energy ... -9.149 eV
Structure (SMILES) ... CC(C)C[C@H](N)C(=O)N[C@@H](CCCCN)C(=O)O
Kohn-Sham gap ... 0.342 Eh
LUMO energy ... 0.16 eV

arrangement B ends up most stable, edging out the next structure by 320.5 kJ/mol.

Arrangement A

A 2-piece molecular cluster, C23H29NO5 overall, computed with ωB97M-V/def2-TZVPD.

Cartesian coordinates (Å):
C -2.190 5.580 2.613
O -1.138 4.630 2.891
C -0.896 3.623 2.010
C 0.276 2.863 2.229
C 0.663 1.919 1.308
C -0.114 1.616 0.175
C 0.446 0.723 -0.841
N 0.329 1.039 -2.134
C 0.658 0.084 -3.188
C 0.224 2.432 -2.559
C -1.345 2.304 0.021
C -1.710 3.327 0.885
H -2.086 6.326 3.401
H -2.066 6.052 1.629
H -3.172 5.097 2.676
H 0.894 3.093 3.099
H 1.609 1.396 1.433
H 1.337 0.159 -0.544
H 0.699 0.635 -4.132
H 1.628 -0.391 -2.998
H -0.115 -0.687 -3.263
H 0.605 2.507 -3.581
H -0.818 2.774 -2.547
H 0.823 3.077 -1.900
H -2.008 2.057 -0.812
H -2.608 3.925 0.693
C 2.610 -0.405 3.223
C 2.681 -1.389 2.100
O 1.665 -0.997 1.157
C 1.526 -1.943 0.203
C 0.469 -1.699 -0.812
C -0.869 -1.187 -0.467
O -1.756 -1.021 -1.297
O -1.072 -1.024 0.862
C -2.470 -0.918 1.242
C -2.456 -0.484 2.674
C 0.506 -2.754 -1.815
C -0.634 -3.519 -2.166
C -0.523 -4.655 -2.971
C 0.707 -5.003 -3.534
C 1.842 -4.226 -3.258
C 1.745 -3.126 -2.413
O 2.256 -2.930 0.214
H 3.179 -0.799 4.064
H 3.050 0.559 2.946
H 1.579 -0.238 3.549
H 3.653 -1.377 1.590
H 2.448 -2.401 2.441
H -2.999 -0.203 0.596
H -2.922 -1.914 1.128
H -3.478 -0.397 3.048
H -1.920 -1.220 3.283
H -1.975 0.493 2.785
H -1.600 -3.219 -1.765
H -1.411 -5.267 -3.146
H 0.799 -5.883 -4.169
H 2.817 -4.483 -3.682
H 2.628 -2.530 -2.177

Values from the calculation:
Net charge ... 0
Highest occupied orbital energy ... -6.638 eV
Kohn-Sham gap ... 0.214 Eh
LUMO energy ... -0.80 eV

Arrangement B

C23H29NO5 as an isolated structure, computed with ωB97M-V/def2-TZVPD.

Cartesian coordinates (Å):
C 0.336 4.000 -1.164
C -0.318 3.307 -0.129
H 0.346 3.186 0.694
H -1.254 3.898 0.200
O -0.984 1.909 -0.769
C -0.966 0.918 0.199
O -0.563 0.878 1.437
C -1.426 -0.216 -0.722
C -1.456 -1.441 0.223
C 0.049 -1.918 0.724
C 0.848 -1.852 -0.474
N 0.791 -0.751 -1.393
C 1.919 -0.121 -1.486
O 1.761 1.256 -1.821
C 3.235 -0.393 -1.057
C 3.929 -1.513 -1.110
C 5.312 -1.416 -0.625
C 5.178 -0.082 0.008
O 4.095 0.611 -0.294
C 6.207 0.791 0.821
O 6.818 -0.022 1.618
C 5.882 -0.298 2.909
H 6.601 -0.826 3.528
H 5.498 0.537 3.413
H 5.188 -0.868 2.152
H 7.130 1.091 0.034
H 5.755 1.446 1.130
H 6.163 -1.742 -0.746
H 3.613 -2.368 -1.696
C -0.388 -0.522 -1.692
H -0.314 0.529 -2.422
H -0.831 -1.329 -2.510
H 1.955 -2.239 -0.159
H 0.513 -3.004 -1.135
H 0.397 -1.164 1.378
H 0.017 -2.602 1.334
H -1.970 -1.248 1.036
H -1.872 -2.275 0.050
C -2.830 0.060 -1.169
C -4.012 0.149 -0.042
C -3.871 1.001 0.925
C -5.046 1.201 2.001
C -5.937 0.070 1.893
C -5.858 -1.073 0.985
C -4.955 -0.935 -0.118
C -4.736 -2.210 -1.025
H -5.630 -2.924 -0.721
H -4.913 -1.936 -1.992
H -3.942 -2.629 -1.091
H -6.678 -1.652 1.081
H -6.566 0.185 2.589
H -4.899 2.001 2.401
H -3.045 1.940 0.583
H -2.946 -0.838 -1.831
H -2.682 0.912 -1.580
H -0.349 4.350 -1.851
H 1.027 3.266 -1.697
H 0.672 4.914 -0.823

Values from the calculation:
Net charge ... 0
Highest occupied orbital energy ... -8.486 eV
Kohn-Sham gap ... 0.318 Eh
LUMO energy ... 0.15 eV

arrangement A ends up most stable, edging out the next structure by 1723.3 kJ/mol.